Computed, not measured: a 11-piece molecular cluster, C44H96N6O16 overall, with ωB97M-V/def2-TZVPD.

Energy = -3266.4437 Ha
Largest force on an atom = 1.28 eV/Å
Gap between HOMO and LUMO = 9.47 eV
LUMO = 0.35 eV

Each line ends with the Mulliken charge.
CARTESIAN COORDINATES (ANGSTROEM)
O 2.11 -6.62 -3.34  -0.61
C 2.48 -5.61 -2.82  0.21
O 3.28 -4.72 -3.48  -0.43
C 3.53 -3.54 -2.72  -0.06
C 3.06 -3.88 -1.29  1.36
C 2.07 -5.03 -1.47  -0.34
H 2.95 -2.72 -3.13  -0.25
H 4.59 -3.31 -2.67  0.50
H 2.60 -3.01 -0.82  -0.65
H 3.89 -4.15 -0.63  -0.29
H 1.06 -4.65 -1.58  -0.05
H 2.19 -5.73 -0.66  0.52
O 0.56 -1.94 0.41  -0.43
C 0.30 -0.81 0.72  -0.27
O 0.89 0.25 0.11  0.44
C 0.25 1.47 0.50  -0.06
C -0.94 1.07 1.38  -0.52
C -0.57 -0.32 1.86  0.64
H -0.13 2.01 -0.37  0.29
H 0.93 2.14 1.02  -0.67
H -1.86 1.09 0.81  -0.12
H -1.11 1.75 2.22  0.62
H -1.37 -1.02 2.03  -0.07
H 0.14 -0.33 2.69  0.08
O -3.45 -6.74 2.08  -0.61
C -2.51 -6.02 1.91  0.48
O -2.42 -4.80 2.48  -0.27
C -1.09 -4.27 2.38  0.31
C -0.43 -5.04 1.21  1.02
C -1.27 -6.29 1.06  -0.78
H -0.55 -4.41 3.32  0.15
H -1.16 -3.21 2.16  -0.54
H 0.64 -5.16 1.37  0.36
H -0.53 -4.41 0.32  -0.62
H -0.79 -7.21 1.39  0.35
H -1.60 -6.48 0.04  0.30
O -3.79 -0.56 1.15  -0.47
C -4.67 -0.51 0.33  0.04
O -4.42 -0.51 -0.99  0.06
C -5.65 -0.30 -1.72  -0.46
C -6.76 -0.75 -0.77  -0.85
C -6.16 -0.38 0.59  -0.03
H -5.61 -0.87 -2.64  0.37
H -5.75 0.77 -1.91  0.27
H -6.91 -1.83 -0.84  0.34
H -7.68 -0.24 -1.04  0.34
H -6.43 -1.07 1.39  0.05
H -6.36 0.65 0.87  0.27
O 1.10 3.45 3.63  -0.63
C 2.10 2.83 3.40  0.43
O 2.09 1.51 3.12  -0.30
C 3.41 0.98 2.93  0.56
C 4.38 2.12 3.31  -0.76
C 3.50 3.35 3.17  0.30
H 3.52 0.61 1.91  -0.34
H 3.53 0.13 3.61  0.15
H 5.27 2.18 2.68  0.35
H 4.71 1.94 4.33  0.29
H 3.52 3.70 2.13  -0.52
H 3.75 4.20 3.80  0.48
C 4.14 4.70 -1.28  -1.37
C 3.43 6.01 -1.07  0.73
C 2.38 5.93 0.01  -0.65
O 1.33 5.10 -0.43  -0.25
C 0.32 4.97 0.53  -0.28
N 4.40 7.02 -0.68  -0.69
H 3.48 3.87 -1.51  0.17
H 4.70 4.44 -0.38  0.34
H 4.87 4.78 -2.09  0.44
H 2.95 6.29 -2.02  0.15
H 2.00 6.93 0.26  0.36
H 2.81 5.51 0.93  0.20
H -0.11 5.93 0.85  0.40
H 0.62 4.44 1.44  0.00
H -0.48 4.36 0.09  0.02
H 5.18 7.12 -1.32  0.24
H 3.97 7.92 -0.49  0.21
C -6.07 -3.56 4.11  -1.15
C -5.41 -2.55 5.01  0.18
C -4.23 -1.91 4.28  0.74
O -3.52 -1.10 5.20  -0.47
C -2.39 -0.53 4.61  -0.26
N -6.38 -1.55 5.44  -0.78
H -6.93 -4.06 4.55  0.38
H -5.35 -4.33 3.80  0.31
H -6.39 -3.09 3.17  0.09
H -4.98 -3.04 5.89  0.37
H -4.62 -1.31 3.45  -0.33
H -3.55 -2.67 3.87  -0.16
H -2.62 0.09 3.74  0.08
H -1.62 -1.29 4.42  0.20
H -1.96 0.15 5.36  0.31
H -5.91 -0.87 6.03  0.34
H -6.68 -1.01 4.63  0.24
C 3.46 -3.02 2.05  -0.01
C 4.95 -3.29 1.99  1.02
C 5.78 -2.11 2.50  -1.37
O 5.45 -0.88 1.90  -0.10
C 5.69 -0.82 0.52  -0.32
N 5.36 -4.50 2.72  -0.80
H 3.15 -2.08 1.59  -0.43
H 3.12 -2.97 3.09  0.57
H 2.90 -3.78 1.51  -0.31
H 5.27 -3.50 0.96  0.07
H 6.85 -2.33 2.36  0.26
H 5.60 -2.02 3.57  0.45
H 6.68 -1.23 0.26  0.48
H 5.62 0.20 0.16  0.23
H 4.95 -1.43 -0.02  -0.11
H 5.05 -4.44 3.69  0.31
H 4.84 -5.29 2.34  0.28
C 0.02 -2.87 -4.24  -1.49
C -0.70 -2.15 -3.10  1.96
C -2.05 -1.64 -3.55  0.10
O -2.00 -0.46 -4.33  -0.43
C -1.66 0.70 -3.60  -0.03
N -0.83 -3.07 -1.95  -0.26
H 0.12 -2.17 -5.08  0.25
H -0.60 -3.68 -4.63  0.50
H 1.01 -3.21 -3.94  0.10
H -0.05 -1.32 -2.80  -0.94
H -2.75 -1.52 -2.71  -0.39
H -2.53 -2.40 -4.18  0.41
H -2.56 1.16 -3.17  0.13
H -1.14 1.39 -4.26  0.36
H -1.02 0.47 -2.74  -0.26
H -0.15 -2.79 -1.24  -0.43
H -1.70 -2.89 -1.46  0.30
C 2.53 -1.04 -5.99  -1.63
C 1.98 0.23 -5.34  1.94
C 2.77 0.61 -4.12  -1.06
O 2.66 -0.42 -3.17  0.15
C 3.31 -0.11 -1.95  0.11
N 2.03 1.38 -6.25  -0.75
H 2.71 -1.84 -5.26  0.22
H 3.50 -0.81 -6.45  0.38
H 1.83 -1.43 -6.72  0.42
H 0.94 0.09 -5.04  -0.80
H 2.36 1.52 -3.67  0.31
H 3.83 0.78 -4.37  0.42
H 3.29 -1.02 -1.36  -1.00
H 2.76 0.67 -1.42  0.06
H 4.35 0.18 -2.12  0.58
H 2.98 1.73 -6.31  0.29
H 1.71 1.14 -7.18  0.29
C -3.54 7.05 0.72  -1.41
C -3.32 6.51 -0.69  0.96
C -4.07 5.24 -1.00  -0.95
O -3.73 4.24 -0.06  -0.29
C -4.48 3.07 -0.29  -0.52
N -3.73 7.51 -1.70  -0.80
H -3.34 8.13 0.72  0.43
H -2.85 6.59 1.42  0.28
H -4.59 6.97 1.00  0.34
H -2.25 6.31 -0.82  0.09
H -3.82 4.89 -2.01  0.29
H -5.15 5.45 -0.97  0.34
H -4.21 2.59 -1.24  0.16
H -5.56 3.29 -0.29  0.37
H -4.29 2.38 0.53  0.15
H -3.20 8.36 -1.51  0.28
H -3.36 7.23 -2.60  0.27

---

Computed, not measured: a 2-piece molecular cluster, C3HNO3S overall, with ωB97M-V/def2-TZVPD.

Net charge = -2
Energy = -793.5150 Ha
Largest force on an atom = 4.12 eV/Å
Relative energy (zero: lowest compared OMol25 entry of this formula, charge and spin) = 156.9 kJ/mol
Gap between HOMO and LUMO = 5.13 eV
LUMO = 6.35 eV

Each line ends with the natural charge from an NBO analysis.
CARTESIAN COORDINATES (ANGSTROEM)
C 0.44 -1.04 -0.06  0.33
C -1.41 -1.92 1.42  0.42
C -0.11 1.42 -0.71  0.49
N 0.62 0.31 -0.59  -0.73
O 1.48 -1.68 -0.12  -0.79
O -1.14 -1.41 2.44  -0.63
O 0.40 2.54 -0.91  -0.77
S -1.81 1.26 -0.76  -0.66
H 1.53 0.52 -0.71  0.34

---

Computed, not measured: C22H35Cl2NO2Ru as an isolated structure, with ωB97M-V/def2-TZVPD.

Net charge = -2
Energy = -2079.7202 Ha
Largest force on an atom = 2.67 eV/Å
Gap between HOMO and LUMO (spin up / spin down) = 5.57 / 5.58 eV
LUMO (spin up / spin down) = 5.17 / 5.16 eV
Spin multiplicity = 5

Each line ends with the Mulliken charge.
CARTESIAN COORDINATES (ANGSTROEM)
C -3.07 1.03 0.17  0.29
C -3.33 -0.15 0.93  1.82
C -3.19 -1.27 0.08  0.88
C -3.77 -0.20 2.33  -1.73
C -2.87 -0.82 -1.21  1.07
C -2.82 0.61 -1.20  0.79
C -3.02 1.49 -2.37  -2.07
C -3.45 2.41 0.54  -2.16
C -3.43 -2.68 0.48  -1.68
C -2.82 -1.66 -2.43  -2.14
Ru -0.85 0.71 -0.04  0.28
Cl -0.86 -1.61 2.06  -0.52
Cl -0.76 1.32 2.20  -0.48
O -0.15 0.10 -1.77  -0.86
H -3.82 0.81 2.75  0.33
H -3.03 -0.80 2.89  0.21
H -4.75 -0.69 2.42  0.38
H -2.86 -2.89 1.39  0.25
H -3.12 -3.36 -0.32  0.37
H -4.50 -2.85 0.67  0.34
H -2.34 -2.64 -2.24  0.45
H -2.28 -1.15 -3.24  0.39
H -3.84 -1.85 -2.77  0.31
H -2.50 1.07 -3.24  0.41
H -2.61 2.47 -2.14  0.36
H -4.09 1.60 -2.60  0.26
H -3.24 2.57 1.61  0.37
H -4.53 2.59 0.36  0.23
H -2.87 3.11 -0.06  0.39
H 0.15 -0.82 -1.66  0.28
O -0.70 2.57 -0.84  -0.77
H -0.30 2.34 -1.70  0.23
C 5.68 -1.69 -0.37  -1.65
C 4.18 -1.61 -0.20  0.23
C 3.40 -2.78 -0.23  -0.73
C 2.01 -2.70 -0.03  0.67
C 1.19 -3.96 0.03  -1.68
C 1.42 -1.46 0.12  0.27
C 2.13 -0.23 0.13  1.14
C 3.55 -0.38 -0.03  -0.37
N 1.43 0.92 0.29  0.65
C 2.12 2.17 0.65  1.60
C 2.97 1.98 1.90  -1.73
C 2.96 2.67 -0.53  -1.75
C 1.17 3.31 0.98  -2.03
H 6.17 -2.28 0.43  0.30
H 5.95 -2.17 -1.32  0.31
H 6.10 -0.68 -0.35  0.33
H 3.85 -3.76 -0.41  0.24
H 1.22 -4.48 -0.93  0.33
H 1.56 -4.65 0.80  0.36
H 0.15 -3.71 0.28  0.16
H 0.34 -1.44 0.43  -0.50
H 4.18 0.50 0.01  0.08
H 3.81 1.30 1.73  0.38
H 3.39 2.95 2.19  0.49
H 2.36 1.59 2.72  0.25
H 2.30 3.14 -1.26  0.38
H 3.69 3.41 -0.18  0.39
H 3.49 1.88 -1.06  0.35
H 1.77 4.22 1.13  0.48
H 0.57 3.10 1.88  0.44
H 0.50 3.48 0.12  0.34

---

Computed, not measured: a 10-piece molecular cluster, C34H86N2O18 overall, with ωB97M-V/def2-TZVPD.

Energy = -2810.6521 Ha
Largest force on an atom = 3.87 eV/Å
Relative energy (zero: lowest compared OMol25 entry of this formula, charge and spin) = 113.9 kJ/mol
Gap between HOMO and LUMO = 8.17 eV
LUMO = 0.58 eV

Each line ends with the Mulliken charge.
CARTESIAN COORDINATES (ANGSTROEM)
C -2.30 1.57 3.78  -2.04
C -2.59 0.08 3.68  1.93
C -2.91 -0.63 4.95  -1.14
C -4.33 -0.32 5.47  -0.85
C -5.37 -0.63 4.36  -1.48
C -5.07 0.08 3.03  1.41
N -3.64 -0.23 2.66  0.58
O -3.42 0.22 1.36  -0.10
C -5.94 -0.47 1.88  -1.67
C -5.39 1.59 3.09  -1.41
C -1.33 -0.46 3.04  -1.57
H -2.50 2.04 2.84  0.34
H -1.36 1.79 4.23  0.58
H -3.01 2.09 4.46  0.37
H -2.84 -1.71 4.81  0.40
H -2.16 -0.27 5.74  0.35
H -4.31 0.70 5.81  0.37
H -4.66 -0.94 6.30  0.45
H -6.41 -0.37 4.71  0.40
H -5.45 -1.73 4.28  0.36
H -6.96 -0.48 2.08  0.55
H -5.76 0.27 1.04  0.37
H -5.68 -1.49 1.54  0.14
H -5.16 2.03 4.04  0.36
H -4.93 2.09 2.17  0.15
H -6.53 1.72 2.92  0.42
H -1.45 -1.41 2.54  0.19
H -0.48 -0.43 3.79  0.50
H -1.05 0.25 2.34  0.32
H -3.12 1.15 1.53  0.10
C -0.44 5.29 2.29  -1.89
C -0.35 4.83 0.78  1.86
C -0.42 6.11 -0.10  -1.42
C -0.19 5.78 -1.54  -0.61
C 1.25 5.21 -1.65  -1.08
C 1.45 4.01 -0.81  1.69
N 0.89 4.22 0.51  0.47
O 0.98 3.17 1.37  -0.52
C 0.76 2.77 -1.40  -1.13
C 2.96 3.70 -0.64  -1.73
C -1.63 4.02 0.63  -1.29
H -0.39 4.41 2.95  0.22
H -1.35 5.89 2.33  0.43
H 0.48 5.87 2.49  0.50
H -1.44 6.49 -0.02  0.42
H 0.27 6.81 0.31  0.44
H -0.14 6.70 -2.16  0.40
H -0.83 5.12 -2.09  0.34
H 1.89 6.08 -1.37  0.31
H 1.44 4.92 -2.69  0.39
H 1.15 1.88 -0.95  0.12
H -0.35 2.85 -1.42  0.04
H 1.03 2.63 -2.44  0.33
H 3.03 2.90 0.04  0.00
H 3.38 3.42 -1.65  0.12
H 3.47 4.54 -0.23  0.60
H -1.41 3.04 1.10  -0.29
H -1.84 3.77 -0.41  0.31
H -2.46 4.64 1.02  0.64
H 0.93 2.28 0.87  0.30
C 4.98 -3.62 -2.57  -0.62
C 3.93 -4.30 -1.69  -0.69
O 3.16 -3.37 -0.99  -0.04
O 4.36 -2.54 -3.32  -0.59
H 5.51 -4.41 -3.21  0.30
H 5.74 -3.12 -1.97  0.38
H 4.41 -4.92 -0.96  0.39
H 3.24 -4.93 -2.22  0.41
H 2.83 -2.66 -1.49  -0.16
H 3.61 -2.87 -3.83  0.34
C 3.07 1.15 -4.16  0.48
C 4.55 0.84 -4.26  -0.82
O 5.08 0.13 -3.12  -0.66
O 2.28 -0.04 -4.20  -0.67
H 2.79 1.71 -5.07  0.37
H 2.88 1.76 -3.30  -0.71
H 5.10 1.77 -4.28  0.42
H 4.89 0.29 -5.13  0.42
H 4.79 -0.80 -3.14  0.32
H 2.09 -0.24 -3.27  0.14
C -4.01 0.74 -3.68  -0.85
C -2.91 -0.15 -3.12  0.32
O -3.47 -1.45 -2.88  -0.70
O -5.02 1.07 -2.71  -0.51
H -4.42 0.29 -4.61  0.31
H -3.50 1.62 -4.01  0.42
H -2.55 0.26 -2.14  0.03
H -2.11 -0.38 -3.90  0.11
H -3.19 -1.69 -1.99  0.38
H -5.30 0.22 -2.40  0.33
C 5.01 1.08 0.44  -0.51
C 5.21 -0.15 1.42  -0.62
O 4.13 -0.60 2.16  -0.53
O 4.21 0.92 -0.69  -0.37
H 6.04 1.30 0.19  0.45
H 4.64 1.94 1.03  0.41
H 5.95 0.24 2.14  0.38
H 5.73 -1.02 0.94  0.29
H 3.92 -1.56 2.05  0.33
H 4.74 0.72 -1.49  0.18
C 2.52 -4.14 2.52  -0.07
C 2.27 -5.56 1.96  -0.47
O 1.67 -5.59 0.69  -0.58
O 3.51 -3.39 1.76  -0.51
H 2.87 -4.16 3.58  0.46
H 1.54 -3.64 2.58  -0.11
H 1.65 -6.12 2.64  0.48
H 3.29 -6.04 2.00  0.20
H 2.00 -4.87 0.10  0.17
H 3.24 -3.36 0.80  0.29
C 1.31 -0.90 0.77  0.85
C 0.96 -0.80 -0.66  -0.48
O 2.03 -0.44 -1.44  3.72
O 1.32 0.44 1.32  -0.64
H 2.22 -1.39 0.96  -0.21
H 0.54 -1.49 1.35  -0.76
H 0.03 -0.16 -0.80  -0.73
H 0.55 -1.78 -1.00  -0.06
H 2.69 0.12 -0.96  -0.92
H 2.21 0.45 1.69  0.29
C -0.42 -3.11 -3.62  0.68
C 0.41 -3.16 -4.93  -0.69
O 1.73 -2.76 -4.76  -0.40
O -1.78 -3.57 -3.94  -0.64
H -0.46 -2.07 -3.33  -0.21
H -0.11 -3.72 -2.74  0.04
H -0.08 -2.65 -5.76  0.30
H 0.52 -4.19 -5.34  0.26
H 1.92 -1.80 -4.94  0.28
H -2.41 -2.80 -3.93  0.38
C -2.01 -3.13 0.29  0.22
C -3.08 -3.57 1.22  -0.98
O -3.02 -3.07 2.54  -0.56
O -2.08 -1.78 -0.18  0.55
H -2.18 -3.78 -0.57  0.48
H -0.98 -3.32 0.65  -0.25
H -2.92 -4.65 1.45  0.43
H -4.04 -3.38 0.77  0.23
H -3.31 -2.11 2.54  -0.16
H -2.48 -1.23 0.53  -0.03

---

- What is the largest force on an atom in the second record?
  4.12 eV/Å